240
Properties=species:S:1:pos:R:3:forces:R:3 method="wB97M-V/def2-TZVPD" smiles=COCCNCCOC.COCCNCCOC.COCCNCCOC.COCCNCCOC.COCCNCCOC.COCCNCCOC.COCCNCCOC.COCCNCCOC.COCCNCCOC.COCCNCCOC spin_multiplicity=1 largest_force_ev_per_a=3.4 orbital_gap_ev=8.73
H 5.093015 -8.764252 5.000146 -0.4873 0.4740 -0.0575
H 6.989441 -10.669029 7.956594 -0.0356 -0.3175 -0.1139
H 3.206093 -8.496791 10.257852 0.3667 -0.0496 0.0718
H 6.201817 -7.431038 1.773143 0.4915 0.5105 -0.3861
C 1.064680 -9.873878 10.503731 -0.5603 -0.7859 1.1068
H 9.008111 -12.838933 -6.328108 -0.0001 0.2882 -0.2107
H 8.350781 -9.540726 7.786015 0.3336 -0.1533 0.2541
C -4.578988 -0.707857 22.382191 0.2340 -0.6183 -0.8553
H 1.635803 -10.290842 9.674232 0.0413 0.3207 -0.4534
C 0.859461 -13.653008 13.218665 0.7240 -0.6798 0.6875
C 3.963848 -20.062508 20.163535 -0.7516 -0.2584 -0.8003
C 1.646792 -20.166758 17.232431 0.5740 1.0551 0.1802
C 2.355689 -19.275262 6.770095 -0.3962 -0.2388 0.4437
C 9.174334 -18.997948 14.041768 0.9681 2.5243 -0.2553
C -0.678965 -18.563992 6.441992 -0.1137 -0.5161 0.9016
N -7.459407 -5.621107 16.658056 -1.3979 0.0073 -0.2848
H -2.809377 -11.187017 10.466947 -0.6617 -0.4262 0.5489
C -7.702898 -7.992065 17.181813 0.3335 0.3651 0.4771
H -3.466094 -4.002074 19.979070 -0.4364 -0.1469 0.0413
H 0.164899 -3.173532 19.839695 0.1893 -0.3077 -0.0093
H -6.473773 -5.806961 16.539369 0.1186 -0.1469 -0.0233
H 6.202091 -15.642477 -8.748454 -0.4770 -0.0972 -0.0052
H 2.133131 -18.211027 6.692940 -0.5838 0.2440 -0.6806
H 11.210736 -10.806408 14.483464 0.1021 0.1186 0.1422
H -1.364304 -4.786900 20.840403 0.2774 -0.2597 0.3078
C 12.797614 -12.093976 14.349362 -0.7165 1.5158 0.1239
H 8.256975 -18.445125 14.244123 -0.4304 -0.6572 -0.5004
H 3.000062 -8.806206 1.105960 0.0945 -0.2168 -0.2320
C -4.733216 -2.226069 15.925857 -0.3645 -0.2530 0.4276
H -0.378745 -17.071517 4.221359 0.1929 0.1388 0.3172
H 0.884864 -19.475989 16.871284 -0.0459 0.2918 -0.2538
H -2.068411 -4.354308 18.133809 -0.5125 -0.5452 0.5801
H 3.748289 -15.523692 10.424515 0.3034 -0.1510 0.2089
C -6.008456 -9.502436 16.469492 -0.0764 2.4713 -0.3886
H 8.341173 -15.298169 -4.697672 -0.6522 0.2122 0.1422
H -3.659026 -2.333261 16.076599 -0.0887 -0.5246 0.4470
O 3.316674 -13.095595 5.994576 1.3872 -0.1098 -0.7562
H -7.172312 -3.274594 15.077415 0.1919 -0.6887 -0.0928
H -2.561270 -1.578985 21.653025 1.0905 -0.6998 -0.0524
H 11.674056 -19.052022 13.469060 -0.3320 0.0038 0.5488
H 4.229935 -19.020511 19.985946 0.6904 0.2105 0.2102
H 7.522674 -21.542734 20.970628 0.1408 -0.6451 0.1188
H 3.957826 -14.707190 -9.302511 -0.0024 -0.2189 -0.0862
H 8.764890 -14.782419 -8.848805 -0.0745 -0.5492 0.3521
H 9.810375 -14.436541 -4.412445 0.2686 0.1720 0.0939
H 1.641146 -14.054151 6.703714 -0.2613 -0.1536 0.1974
O 5.722707 -13.618914 -9.121326 -0.3995 -1.3468 -0.9860
H 1.920927 -18.481034 4.101931 -0.4278 0.1905 -0.5616
N -1.544007 -3.793057 20.831181 0.5962 -1.4609 -0.4218
C 7.475608 -10.542371 15.306039 -0.1404 0.1307 0.3922
H -5.555252 -0.586222 22.851473 0.1465 -0.3608 0.0533
H 3.900881 -12.981941 -9.654724 -0.1427 -0.0543 -0.0092
H -0.897368 -9.780936 11.309469 -0.1903 0.6935 -0.0191
H 4.766925 -6.319610 4.118588 -0.4206 -0.2785 0.3199
C 3.219019 -14.578917 10.548522 -0.4628 -1.3491 0.6900
H -0.388871 -11.983396 11.271789 -0.7028 -0.6348 0.0798
H 14.436023 -8.256711 13.979620 -0.0173 0.1053 -0.2211
C -1.032394 -4.056930 18.296108 -1.0453 -0.4009 -0.0585
C 11.043562 -18.917333 12.590178 0.7154 0.2303 -0.9161
H 10.706531 -16.291734 10.165933 0.9131 -0.1297 0.2170
H 3.184399 -18.706411 2.829431 -0.1307 -0.4258 0.1178
C 7.372906 -21.574858 19.891449 -1.3253 1.1194 0.0096
H 5.200196 -5.902348 1.682718 -0.1898 -0.1727 -0.5252
H 7.961993 -9.406304 5.300425 0.5531 -0.0794 0.5141
C 14.757995 -9.029193 14.677979 0.2533 0.7181 0.2809
H 9.420513 -17.272063 5.983600 0.3680 -0.3435 -0.0749
H 6.890861 -10.962124 14.487527 0.4495 0.1910 -0.6431
H 2.248213 -13.649376 4.368282 -0.4760 0.0113 -0.2503
H 1.096508 -21.080259 17.457809 0.4736 -0.5212 -0.1270
H -2.025959 -17.258569 4.906170 -0.2963 0.4959 -0.5978
H 11.304483 -19.232626 10.122380 -0.2627 -0.0541 -0.4920
H -1.218829 -2.237117 19.633495 -0.1424 0.0658 -1.1045
H 6.087395 -9.198009 3.646825 0.2119 -0.0642 -0.0197
O 6.225410 -20.723031 19.627487 1.0414 0.1421 -0.5826
H 3.981499 -13.820412 10.725699 -0.0071 0.3746 0.2962
O 8.162279 -13.221319 -4.075869 -0.3546 -1.6163 -0.7413
H 10.924882 -19.890807 12.114400 -0.2156 -0.4795 0.1827
C 9.000715 -12.184758 14.751661 2.0349 -1.4801 -1.4115
C -0.276154 -5.907790 17.017811 0.2209 -0.3805 0.9066
H 3.897784 -20.606714 6.334780 0.1200 -0.1682 -0.2879
H 13.433271 -10.511246 12.858570 -0.5653 -0.0294 -0.1373
C 2.380059 -13.323913 7.033640 1.1203 0.1846 -0.6331
O -2.787420 -13.385670 11.798405 -1.1746 0.4557 0.7411
C -3.272508 -2.183717 21.090406 -0.4487 1.4187 -0.2682
H 12.921120 -12.085827 15.432311 1.0476 -0.5615 0.1515
H -3.762619 -0.558417 23.088815 -0.0277 0.0815 0.2625
H 6.617820 -10.535018 5.556254 0.0158 -0.3304 0.1796
N -0.764312 -11.622592 10.406367 0.2735 -0.3000 -1.4684
H 3.254140 -20.048831 20.990712 0.1632 -0.0961 0.4217
O -0.198616 -5.230824 18.258472 -0.5599 1.2370 0.2961
O 9.433664 -16.406849 7.845429 -0.1218 -0.1523 0.9756
H 0.139948 -14.437583 12.984451 -0.5863 0.3106 -0.0446
H -8.632027 -3.954220 17.296917 -0.2019 -0.1821 -0.4821
C 2.983122 -18.614162 3.896710 -0.9800 0.4671 0.2990
C 3.938397 -8.286233 0.912949 -0.6536 0.6263 0.7224
H -0.854294 -9.711822 9.527920 -0.0932 0.0079 -0.0173
H 12.973062 -18.256490 11.773306 0.0688 -0.8448 0.2927
H 2.744832 -18.636941 18.293826 -0.0683 0.4755 -0.0397
H 8.824428 -12.124345 13.677706 -0.2682 -0.0082 -0.2871
H 13.038146 -13.056809 13.898587 -0.1286 0.0107 0.0147
C -0.444659 -10.201366 10.411468 0.1352 0.1516 0.1988
H -3.357170 -1.690481 20.122087 -0.0391 0.2412 -0.3925
N 3.208536 -20.534801 19.003346 1.2777 -1.3722 1.4351
H 2.782608 -15.080281 12.725603 1.0696 -0.6172 -0.2124
H -1.672369 -18.369759 6.846386 -0.1372 0.0192 0.7591
C 8.860231 -13.918772 -6.314600 -0.1802 -0.5925 1.2205
C 7.268569 -9.617412 7.891094 0.8806 -0.5781 1.7270
H 5.422115 -20.854317 21.498315 0.0253 -0.2809 0.2770
H -1.500540 -18.037197 3.320030 -0.3822 -0.1707 0.2844
H 3.592714 -12.642626 3.964368 0.3127 0.2266 0.5182
H 0.101206 -19.523147 8.227121 0.6142 0.1959 -0.0178
C -2.530722 -13.399522 10.437524 0.5527 1.3043 -0.2772
H 10.568519 -13.624919 14.449546 -0.1590 -0.2524 0.1980
H -4.810238 -2.053643 14.852334 -0.5617 0.0969 -0.1058
C 10.462392 -12.651796 14.929008 -0.7194 0.6167 -1.0580
H 1.642417 -13.874502 9.579022 -0.0563 0.5706 -0.6108
O 4.271583 -7.739761 2.178525 0.0357 0.2992 0.3321
H 6.788349 -14.996321 -10.288499 0.1273 0.1599 -0.1362
H 9.619252 -17.576754 10.241002 -0.2733 -0.2626 -0.0555
H -5.069698 -1.383239 16.529608 0.0505 0.4833 -0.3668
H 6.110761 -5.422562 3.670668 0.5929 -0.1598 -0.2523
H 7.158752 -22.553784 19.462563 0.2786 -0.2498 0.3712
O 6.664497 -8.971078 6.873133 -1.2181 1.5280 -0.5083
H 4.762801 -21.999972 20.261020 -0.0226 -0.3609 0.3756
N 2.488128 -14.359008 9.314222 -1.5793 -0.7018 1.0526
H 9.791601 -18.615775 14.854797 0.3205 -0.6899 0.4284
H 0.147983 -5.295284 16.222173 0.0036 -0.1225 -0.2015
H 4.672540 -8.976714 0.497783 0.2649 0.0560 0.0693
C 11.906758 -18.098787 11.611390 0.4337 0.2996 0.9647
C -7.989465 -6.573106 17.645240 2.0888 0.2940 -0.1903
C -2.987819 -3.643884 20.890697 0.6723 0.6620 0.2840
H -1.286600 -6.240610 16.780448 -0.2986 0.3052 -0.1053
H -1.664118 -14.026247 10.226993 0.2012 -0.2838 -0.2165
O 9.772567 -18.340459 12.861804 -0.0895 -1.3679 0.7077
C 5.740152 -6.447288 3.644649 -0.3874 -0.2905 0.6895
H -6.391618 -9.273012 15.475190 -0.0078 -1.1353 -0.4467
H 2.160456 -11.904376 4.760463 -0.0864 0.1577 -0.1815
H 2.957262 -8.530236 12.026244 -0.4111 -0.6102 0.1530
O -6.258205 -8.227006 17.104355 -1.8874 -0.1259 0.6835
H -2.388157 -11.872773 8.978420 0.7359 0.0032 -0.3260
H -9.019955 -6.387986 17.948416 -0.1445 -0.0973 -0.5765
C 10.585159 -17.314552 9.809265 -0.7265 -0.1109 -0.8405
N 6.635243 -7.339628 4.446207 -0.6761 -0.0310 -1.1755
H 9.718403 -14.378581 -6.804699 0.1779 -0.0712 0.2389
C 6.929750 -9.493918 5.639416 -0.4935 0.2554 -2.7034
H -4.496416 0.051844 21.604925 0.0305 0.2264 -0.1263
O -4.456657 -2.008140 21.790959 -1.9075 0.2800 1.0173
C 4.489429 -13.889484 -9.789188 -0.2227 1.0155 0.8476
H 7.391975 -9.455947 15.334313 0.2465 -0.0605 -0.2577
H -4.920048 -9.522859 16.414227 -0.1387 -0.7353 0.1591
H 9.114452 -20.086249 14.052761 -0.0993 0.1325 -0.4432
C 13.716008 -10.959067 13.811260 -0.0281 -1.6429 0.0222
C 2.808853 -12.779064 4.709379 -0.5453 -0.7541 0.7253
H 10.544122 -12.775115 16.008929 0.8798 0.1629 0.3550
H 3.860337 -13.031910 8.602353 0.2367 0.6382 -0.3654
H 4.443929 -18.965212 6.137667 -0.1135 0.4533 0.2367
H 14.902297 -8.564875 15.653526 -0.2018 0.0616 0.0192
H 0.437753 -12.722225 13.598020 -0.1661 0.1901 -0.9512
H 10.228736 -18.308218 8.022135 -0.0908 -0.2442 -0.5592
H 11.387291 -17.000145 7.796162 0.3419 -0.0027 0.2091
H 7.163948 -12.799532 -2.378044 0.3059 0.2262 0.1382
C 10.458515 -17.278089 8.294388 -0.1930 -0.2635 0.1213
H 1.389493 -14.016684 14.098950 0.2979 -0.3405 0.2829
O -0.908588 -18.904539 5.112736 0.7126 0.2129 -1.6920
C 6.108762 -8.691096 4.611550 0.1682 -0.4757 0.4529
C -6.905278 -3.266061 16.134158 0.4804 0.6262 1.7147
C 6.596088 -14.754702 -9.243148 0.6330 0.6192 1.1505
H 3.409354 -17.655684 4.192921 0.7273 -0.1094 0.4939
H 1.508160 -15.512647 11.702239 -0.3688 -0.0940 -0.7389
C 3.234742 -13.833453 8.209599 -0.0724 0.6790 0.5076
H 0.288168 -6.821478 17.204384 0.2623 0.0841 -0.4651
H -7.259506 -2.302878 16.501463 0.2051 0.5452 -0.0470
H 3.008872 -21.169495 14.310754 0.3262 0.7609 0.2907
H 3.956720 -14.587442 7.896009 -0.2146 -0.1725 -0.4882
C -1.232720 -17.739490 4.333813 0.1995 -0.8626 0.6749
H 3.833018 -20.990622 18.353461 -0.2341 0.5519 -0.5326
O -5.470192 -3.357682 16.394497 -0.4630 -0.1379 -0.9625
H -0.969556 -3.469902 17.379838 1.1551 0.5732 0.0116
C 9.462911 -16.293598 6.462030 -0.3846 -0.1987 -0.7431
H 14.694235 -11.406133 13.634345 0.3930 -0.1040 0.0038
H -2.457570 -15.253943 12.251969 -0.3376 -0.9369 0.1220
H -3.751492 -14.524503 13.226324 0.1721 0.2871 0.0020
C -0.896963 -3.278384 19.617109 0.4717 0.4149 0.4607
H 4.553211 -14.054178 -10.864787 0.4797 -0.2288 -0.0677
C 5.124749 -20.990979 20.458604 -0.0887 0.4335 0.0501
C 8.798681 -14.314056 -4.799191 0.4388 1.1401 -0.9554
H 6.816267 -6.963888 5.366076 -0.1755 0.3467 -0.0141
H 1.510986 -19.483931 19.286853 -0.2288 0.3313 -0.0507
H 3.713620 -7.473514 0.222250 0.1672 -0.0120 -0.3673
C 7.631540 -13.669839 -2.838518 0.0860 1.2959 -0.0586
C 5.383472 -6.847158 2.194433 0.7426 -0.9760 1.0412
H 6.892430 -13.798288 -6.838922 -0.1408 0.0319 0.3424
O 3.364647 -19.765187 4.597857 0.6892 -0.3445 -0.6841
H 6.900031 -10.900742 16.159480 0.4488 -0.2324 0.5865
H 1.480477 -10.325850 11.404244 -0.0546 -0.8021 0.1469
C -3.330421 -14.601683 12.223899 0.7731 -0.4182 0.5698
O 13.799110 -10.024943 14.824335 -0.1875 0.4759 0.9577
C 7.846991 -14.330647 -8.472678 -0.0230 1.0589 -0.8942
C 0.004244 -19.758986 7.167372 -0.6674 0.1017 -0.7318
C -2.185409 -11.974636 10.044549 1.4885 0.7353 0.3113
H 1.029738 -20.253568 5.531408 0.1605 -0.1293 -0.3254
H 7.942923 -13.277346 -8.736187 0.3154 0.3715 -0.4480
H 1.940323 -12.334474 7.159148 -0.6275 -0.1558 0.8744
N 11.642039 -18.283420 10.194373 -0.5879 1.7933 0.5395
H -8.206273 -8.144389 16.227083 0.2937 -0.1618 -0.3553
H -3.365635 -4.147652 21.780395 0.0240 -0.2884 -0.1909
N 11.375877 -11.762794 14.203883 -0.4112 -0.3386 -0.2746
O 1.224390 -8.498399 10.734579 0.3346 0.6772 -0.0077
C 2.280962 -19.596180 18.523555 -0.6568 -0.6948 -1.6840
H -0.130989 -17.628030 6.550600 0.4286 0.0817 -0.1590
H 6.951931 -9.142078 8.819483 0.1593 0.0130 0.0643
H 8.419637 -13.026661 15.128011 -0.7059 0.3716 0.5881
H 8.265483 -21.139072 19.442554 -0.2817 0.0652 -0.2643
H 2.558656 -19.335329 7.839353 0.4064 -0.3520 0.1123
H -6.523933 -10.325781 16.963955 0.2877 -0.1030 -0.0115
H 6.787072 -14.354790 -2.914763 0.4204 -0.6824 -0.2794
H 10.353307 -15.756391 6.135407 0.1065 0.0658 -0.2067
H -8.178464 -8.647234 17.911672 0.2213 -0.4717 0.0831
H -4.114670 -14.999355 11.579766 0.0308 0.0569 -0.3093
H -0.732052 -20.562555 7.183234 0.0425 -0.2432 -0.3152
C 3.592337 -19.625169 5.972311 0.0263 -0.6576 0.4955
C 2.282145 -14.753365 11.814140 1.7951 -0.7853 -0.8578
O 1.780998 -13.541460 12.155918 -1.8334 2.8185 0.0704
C -7.600762 -4.245002 17.096807 0.9974 -0.1853 -0.7208
N 7.690025 -14.386151 -7.034809 -0.2438 -0.6185 -0.0104
H -7.090896 -4.121168 18.052215 0.1850 0.3058 0.3752
O 2.706197 -20.288808 16.256861 -0.4963 -0.8635 -0.2675
H -7.386479 -6.406032 18.537758 -0.0770 -0.2463 0.7138
H 11.855401 -17.063902 11.949755 -0.4861 0.3252 -0.5056
H 15.749762 -9.373277 14.384547 0.0325 -0.4610 -0.2717
H 1.373676 -20.583387 14.755538 -0.2015 -0.5023 -0.3786
O 8.855306 -10.934060 15.310854 -1.6434 0.6813 0.7163
H 2.136849 -22.110116 15.434627 -0.5943 -0.0496 0.0810
C 2.568414 -8.163095 11.076465 -0.2452 0.4487 -0.8353
H -3.371964 -13.767791 9.850337 -0.2749 -0.0244 0.0277
N 1.246368 -20.246565 6.517881 -0.0772 1.6566 0.9378
C 2.276755 -21.078052 15.113097 0.0084 0.4611 1.1539
H 8.476421 -13.984236 -2.225803 -0.3399 -0.5151 0.3629
H 8.563647 -15.811670 6.078402 0.0436 0.4391 0.4146
H 2.653493 -7.078708 11.147081 -0.2755 0.0174 -0.1925